{
  "formula": "C17H15ClN3O2V",
  "method": "ωB97M-V/def2-TZVPD",
  "elements": ["V", "C", "N", "C", "C", "C", "C", "C", "N", "C", "C", "C", "C", "C", "C", "H", "H", "H", "H", "H", "H", "H", "H", "H", "H", "H", "Cl", "C", "C", "C", "C", "N", "C", "H", "H", "H", "H", "O", "O"],
  "positions_angstrom": [[-0.489, 0.324, -0.739], [-0.510, 0.664, 2.184], [0.227, 0.363, 0.928], [1.397, -0.349, 1.094], [1.886, -1.017, 0.034], [3.047, -1.815, -0.231], [2.967, -2.217, -1.536], [1.769, -1.668, -2.071], [1.104, -0.947, -1.150], [-1.228, -0.585, 2.671], [-1.718, -1.523, 1.812], [-2.396, -2.671, 2.287], [-2.578, -2.854, 3.676], [-2.089, -1.928, 4.548], [-1.400, -0.787, 4.062], [-1.192, 1.493, 1.987], [0.212, 1.000, 2.929], [1.811, -0.369, 2.096], [3.826, -2.045, 0.483], [3.664, -2.833, -2.082], [1.397, -1.796, -3.079], [-1.628, -1.420, 0.739], [-2.779, -3.404, 1.587], [-3.100, -3.728, 4.044], [-2.221, -2.062, 5.613], [-1.010, -0.057, 4.764], [-0.940, 2.171, -5.765], [-0.124, 2.396, -4.288], [0.851, 3.374, -4.134], [1.483, 3.515, -2.906], [1.141, 2.685, -1.864], [0.189, 1.748, -2.020], [-0.438, 1.605, -3.209], [1.102, 4.016, -4.969], [2.241, 4.271, -2.757], [1.608, 2.758, -0.893], [-1.222, 0.857, -3.294], [-1.872, 1.109, -0.398], [-2.990, 1.724, -0.153]],
  "homo_ev": [-14.7, -14.7],
  "energy_ev": -64626.5407,
  "max_force_ev_per_a": 3.5,
  "total_charge": 2
}

{
  "formula": "C33H57EuNP2",
  "method": "ωB97M-V/def2-TZVPD",
  "elements": ["Eu", "C", "C", "C", "C", "C", "C", "H", "H", "H", "C", "H", "H", "H", "C", "H", "H", "H", "C", "H", "H", "H", "C", "H", "H", "H", "C", "C", "C", "C", "C", "C", "C", "C", "H", "H", "H", "H", "H", "H", "H", "H", "H", "H", "H", "H", "P", "C", "H", "H", "H", "C", "H", "H", "H", "C", "H", "H", "H", "P", "C", "H", "H", "H", "C", "H", "H", "H", "C", "H", "H", "H", "C", "N", "C", "C", "C", "C", "C", "C", "C", "C", "H", "H", "H", "H", "H", "H", "H", "H", "H", "H", "H", "H"],
  "positions_angstrom": [[-0.772, -0.948, 0.841], [1.663, -2.295, 0.431], [0.625, -2.941, -0.304], [1.288, -1.091, -1.470], [2.120, -1.190, -0.330], [0.373, -2.163, -1.471], [2.283, -2.846, 1.649], [1.493, -3.240, 2.303], [2.823, -2.061, 2.190], [2.979, -3.667, 1.409], [3.406, -0.485, -0.198], [3.870, -0.734, 0.761], [3.222, 0.595, -0.261], [4.119, -0.763, -0.998], [1.495, -0.184, -2.598], [2.014, -0.651, -3.454], [2.042, 0.677, -2.208], [0.517, 0.164, -2.944], [-0.486, -2.527, -2.614], [0.017, -3.240, -3.292], [-0.725, -1.630, -3.198], [-1.421, -2.958, -2.238], [0.074, -4.268, 0.019], [0.807, -5.060, -0.244], [-0.870, -4.444, -0.515], [-0.144, -4.339, 1.096], [-2.916, -1.499, 2.575], [-2.178, -2.648, 2.639], [-2.870, -3.974, 2.791], [-3.641, -4.549, 1.564], [-3.703, -3.696, 0.318], [-4.446, -2.607, 0.284], [-5.223, -2.161, 1.504], [-4.412, -1.562, 2.690], [-3.588, -3.961, 3.627], [-4.661, -4.806, 1.909], [-2.111, -4.726, 3.058], [-4.719, -2.116, 3.592], [-2.473, -0.495, 2.492], [-1.080, -2.656, 2.637], [-4.781, -0.535, 2.835], [-5.925, -1.376, 1.198], [-4.515, -1.924, -0.581], [-5.830, -2.992, 1.906], [-3.138, -5.489, 1.304], [-3.050, -4.050, -0.499], [0.822, 0.552, 2.891], [2.620, 0.919, 2.895], [2.916, 1.473, 3.795], [2.894, 1.509, 2.018], [3.207, -0.003, 2.822], [0.001, 2.099, 3.451], [0.496, 2.527, 4.331], [-1.048, 1.886, 3.688], [-0.026, 2.868, 2.673], [0.731, -0.516, 4.374], [-0.305, -0.713, 4.659], [1.260, -0.062, 5.220], [1.181, -1.490, 4.162], [-1.970, 1.166, -0.797], [-2.601, 0.418, -2.351], [-3.586, 0.806, -2.642], [-2.658, -0.666, -2.244], [-1.890, 0.613, -3.169], [-3.307, 1.859, 0.255], [-4.141, 1.179, 0.449], [-3.685, 2.806, -0.153], [-2.859, 2.076, 1.233], [-1.378, 2.710, -1.536], [-2.136, 3.220, -2.141], [-0.515, 2.456, -2.147], [-1.004, 3.371, -0.761], [3.528, 4.227, -4.533], [2.993, 2.979, -4.076], [3.974, 2.011, -3.689], [1.733, 3.021, -3.412], [1.903, 3.321, -1.953], [2.399, 4.601, -1.616], [2.533, 4.962, -0.277], [2.083, 4.089, 0.733], [1.575, 2.809, 0.367], [1.644, 2.440, -0.932], [4.133, 4.029, -5.427], [4.184, 4.700, -3.778], [2.703, 4.913, -4.766], [4.304, 2.106, -2.635], [3.594, 0.991, -3.825], [4.844, 2.186, -4.339], [1.169, 3.838, -3.880], [1.220, 2.077, -3.580], [2.686, 5.267, -2.444], [2.973, 5.943, -0.033], [2.126, 4.386, 1.792], [1.131, 2.152, 1.120]],
  "homo_ev": [-9.4, -8.6],
  "energy_ev": -74530.5247,
  "max_force_ev_per_a": 2.3,
  "total_charge": 1,
  "spin_multiplicity": 7
}

{
  "formula": "C4H5N3O",
  "method": "ωB97M-V/def2-TZVPD",
  "elements": ["H", "N", "C", "N", "C", "C", "C", "O", "N", "H", "H", "H", "H"],
  "positions_angstrom": [[-3.523, 0.506, 0.101], [-3.073, -0.497, -0.055], [-1.820, -0.371, -0.165], [-0.790, -1.281, -0.139], [0.235, -0.534, -0.050], [1.698, -0.728, 0.150], [2.662, 0.192, -0.160], [0.104, 0.841, 0.049], [-1.374, 1.033, -0.132], [1.860, -1.754, 0.456], [3.832, -0.100, -0.276], [2.145, 1.191, -0.529], [-1.958, 1.503, 0.750]],
  "homo_ev": -9.4,
  "energy_ev": -10742.4049,
  "max_force_ev_per_a": 4.1,
  "e_above_lowest_ev": 5.210,
  "smiles": "[H]/N=c1/nc(C=C)o[nH]1"
}

{
  "formula": "C14H21CaO5P",
  "method": "ωB97M-V/def2-TZVPD",
  "elements": ["O", "C", "Ca", "O", "C", "C", "O", "C", "O", "C", "O", "C", "C", "C", "P", "C", "C", "C", "C", "C", "C", "H", "H", "H", "H", "H", "H", "H", "H", "H", "H", "H", "H", "H", "H", "H", "H", "H", "H", "H", "H", "H"],
  "positions_angstrom": [[-0.418, 3.751, -1.396], [-0.295, 2.645, -0.985], [-0.021, 0.102, -0.058], [1.153, 1.115, 2.980], [0.759, 0.841, 1.970], [-0.764, -0.810, -1.969], [-1.141, -1.316, -2.894], [2.118, -0.063, -0.802], [3.168, -0.208, -1.150], [-2.115, 0.058, 0.807], [-3.145, -0.024, 1.231], [-2.507, -3.576, -0.346], [-1.535, -3.892, 0.845], [-1.330, -5.420, 1.015], [-0.021, -2.896, 0.691], [0.604, -2.615, 2.512], [0.376, -3.828, 3.396], [2.026, -2.084, 2.521], [1.319, -3.792, -0.461], [1.916, -4.997, 0.132], [0.695, -4.039, -1.910], [-2.078, -3.957, -1.252], [-2.702, -2.578, -0.402], [-3.402, -4.120, -0.143], [-1.995, -3.502, 1.758], [-0.985, -5.857, 0.104], [-0.676, -5.674, 1.820], [-2.283, -5.852, 1.232], [-0.130, -1.811, 2.841], [1.026, -4.614, 3.048], [0.732, -3.555, 4.361], [-0.598, -4.146, 3.456], [2.208, -1.219, 1.914], [2.229, -1.806, 3.536], [2.680, -2.887, 2.253], [2.074, -2.994, -0.632], [1.160, -5.792, 0.242], [2.641, -5.362, -0.556], [2.366, -4.789, 1.045], [0.317, -3.154, -2.394], [1.478, -4.445, -2.507], [-0.091, -4.772, -1.849]],
  "homo_ev": -15.2,
  "energy_ev": -52806.1220,
  "max_force_ev_per_a": 7.9,
  "total_charge": 2
}

{
  "formula": "C41H84FN4O10",
  "method": "ωB97M-V/def2-TZVPD",
  "elements": ["N", "C", "C", "C", "C", "N", "F", "N", "C", "C", "C", "C", "C", "C", "C", "C", "C", "C", "C", "C", "C", "N", "C", "C", "C", "C", "H", "H", "H", "H", "H", "H", "H", "H", "H", "H", "H", "H", "H", "H", "H", "H", "H", "H", "H", "H", "H", "H", "H", "H", "H", "H", "H", "H", "H", "H", "H", "H", "H", "H", "C", "O", "C", "C", "O", "C", "H", "H", "H", "H", "H", "H", "H", "H", "H", "H", "C", "O", "C", "C", "O", "C", "H", "H", "H", "H", "H", "H", "H", "H", "H", "H", "C", "O", "C", "C", "O", "C", "H", "H", "H", "H", "H", "H", "H", "H", "H", "H", "C", "O", "C", "C", "O", "C", "H", "H", "H", "H", "H", "H", "H", "H", "H", "H", "C", "O", "C", "C", "O", "C", "H", "H", "H", "H", "H", "H", "H", "H", "H", "H"],
  "positions_angstrom": [[7.635, -4.824, -0.911], [6.535, -4.662, -1.874], [6.900, -3.535, -2.797], [7.572, -3.820, -3.971], [7.947, -2.762, -4.793], [7.615, -1.564, -4.361], [7.979, -0.529, -5.143], [6.986, -1.213, -3.308], [6.604, -2.184, -2.479], [5.906, -1.735, -1.239], [4.875, -0.647, -1.530], [3.646, -1.205, -2.239], [2.712, -0.089, -2.768], [1.279, -0.171, -2.222], [0.297, -0.823, -3.190], [-1.179, -0.647, -2.807], [-1.821, -1.796, -1.999], [-0.924, -2.421, -0.937], [-1.604, -3.470, -0.009], [-2.999, -3.924, -0.421], [-2.977, -4.847, -1.640], [-3.951, -4.532, -2.675], [-3.947, -5.173, -3.891], [-4.968, -4.664, -4.666], [-5.633, -3.679, -3.894], [-4.972, -3.626, -2.678], [8.518, -4.755, -1.400], [7.592, -5.733, -0.471], [6.377, -5.557, -2.480], [5.604, -4.464, -1.358], [7.803, -4.831, -4.262], [8.477, -2.864, -5.723], [6.646, -1.389, -0.519], [5.395, -2.579, -0.792], [5.295, 0.150, -2.138], [4.554, -0.204, -0.590], [3.944, -1.836, -3.083], [3.084, -1.854, -1.569], [2.668, -0.157, -3.851], [3.139, 0.866, -2.474], [0.917, 0.839, -2.027], [1.265, -0.677, -1.260], [0.453, -0.372, -4.169], [0.511, -1.888, -3.285], [-1.738, -0.589, -3.739], [-1.343, 0.305, -2.306], [-2.209, -2.528, -2.703], [-2.677, -1.363, -1.484], [-0.048, -2.877, -1.395], [-0.560, -1.611, -0.308], [-1.678, -3.055, 0.993], [-0.951, -4.338, 0.064], [-3.422, -4.477, 0.417], [-3.653, -3.074, -0.557], [-1.988, -4.794, -2.097], [-3.114, -5.884, -1.341], [-3.246, -5.942, -4.154], [-5.245, -4.951, -5.664], [-6.478, -3.071, -4.153], [-5.206, -3.007, -1.832], [-7.278, -9.088, -1.862], [-6.862, -8.147, -0.888], [-6.482, -6.896, -1.436], [-7.587, -5.864, -1.353], [-8.715, -6.221, -2.133], [-9.764, -6.812, -1.381], [-7.826, -9.876, -1.348], [-7.932, -8.635, -2.609], [-6.410, -9.530, -2.364], [-6.156, -7.011, -2.475], [-5.628, -6.535, -0.851], [-7.201, -4.924, -1.756], [-7.880, -5.693, -0.312], [-10.336, -6.043, -0.855], [-9.387, -7.542, -0.661], [-10.427, -7.317, -2.080], [6.719, 1.911, 1.594], [5.796, 0.877, 1.899], [6.017, 0.285, 3.174], [5.106, 0.858, 4.239], [5.355, 2.232, 4.467], [4.450, 3.099, 3.800], [6.296, 2.504, 0.784], [6.893, 2.563, 2.451], [7.675, 1.488, 1.264], [7.064, 0.400, 3.471], [5.808, -0.785, 3.074], [5.300, 0.332, 5.179], [4.057, 0.696, 3.973], [3.500, 3.149, 4.342], [4.260, 2.779, 2.773], [4.892, 4.093, 3.778], [2.591, 9.308, 2.872], [3.720, 9.280, 3.729], [3.722, 8.184, 4.630], [4.604, 7.052, 4.149], [4.136, 6.479, 2.935], [4.806, 6.973, 1.788], [2.825, 9.970, 2.040], [2.356, 8.317, 2.478], [1.717, 9.701, 3.402], [2.703, 7.826, 4.802], [4.118, 8.548, 5.583], [4.597, 6.260, 4.905], [5.637, 7.397, 4.034], [5.782, 6.487, 1.676], [4.947, 8.054, 1.834], [4.194, 6.735, 0.919], [-12.973, -6.233, -3.423], [-12.547, -5.335, -2.413], [-12.073, -4.098, -2.921], [-13.122, -3.008, -2.852], [-14.244, -3.286, -3.672], [-15.341, -3.839, -2.967], [-13.587, -6.997, -2.948], [-13.567, -5.730, -4.188], [-12.110, -6.715, -3.896], [-11.717, -4.218, -3.949], [-11.220, -3.801, -2.302], [-12.679, -2.077, -3.216], [-13.436, -2.849, -1.815], [-15.884, -3.056, -2.427], [-15.023, -4.608, -2.259], [-16.010, -4.290, -3.698], [6.029, 12.697, 8.711], [5.282, 11.748, 7.970], [4.976, 12.170, 6.650], [5.925, 11.588, 5.626], [7.258, 12.038, 5.808], [8.074, 11.122, 6.515], [6.467, 12.179, 9.563], [6.832, 13.135, 8.116], [5.376, 13.495, 9.081], [4.975, 13.263, 6.587], [3.965, 11.817, 6.425], [5.607, 11.913, 4.631], [5.883, 10.494, 5.647], [8.400, 10.310, 5.855], [7.557, 10.698, 7.377], [8.953, 11.663, 6.864]],
  "homo_ev": -9.4,
  "energy_ev": -73016.2454,
  "max_force_ev_per_a": 1.1,
  "total_charge": 1
}

{
  "formula": "C6H6NO",
  "method": "ωB97M-V/def2-TZVPD",
  "elements": ["C", "C", "C", "C", "C", "C", "N", "O", "H", "H", "H", "H", "H", "H"],
  "positions_angstrom": [[-2.016, 0.292, -0.088], [-1.187, 1.476, 0.109], [-1.339, -0.916, -0.136], [1.135, -1.088, -0.236], [0.098, 1.474, -0.160], [1.877, 0.045, 0.308], [-0.097, -1.218, -0.242], [1.312, 1.266, -0.326], [-3.013, 0.217, -0.371], [-1.440, 2.383, 0.575], [-1.851, -1.851, -0.212], [1.643, -2.024, -0.437], [2.035, 0.039, 1.433], [2.844, -0.096, -0.216]],
  "homo_ev": [-13.6, -13.6],
  "energy_ev": -9843.8933,
  "max_force_ev_per_a": 3.7,
  "e_above_lowest_ev": 3.681,
  "total_charge": 1
}